The following is a quantum chemistry calculation of a structure of composition C41H53As3NO8RbS3 in a non-equilibrium geometry, from the Open Molecules 2025 dataset.

Calculated values
energy	-10176.71883	Ha
HOMO energy	-0.87	eV
HOMO-LUMO gap	3.86	eV
LUMO	2.99	eV
relative energy (zero: lowest compared OMol25 entry of this formula, charge and spin)	1.876	eV

ORCA input file:
```
! RIJCOSX wB97M-V def2-TZVPD def2/J DEFGRID3
* xyz -2 1
Rb 0.25824 -0.59893 0.07005
C -2.71981 2.03449 4.28947
As -1.30738 1.37646 3.02010
C -2.56899 0.32302 1.96268
C -1.37258 2.85837 1.68456
C -0.33021 3.98095 1.81254
C -0.55681 4.95789 0.65153
C 1.08473 3.38953 1.75741
As 1.57019 2.34720 0.14218
C 3.33701 1.83755 0.82291
C 2.30823 3.85797 -0.94041
C -0.56849 4.66545 3.16889
As 0.47119 6.17729 3.91909
C 1.40749 7.06277 2.41782
C 2.03327 5.19509 4.61354
H -2.29327 2.67056 5.06724
H -3.13555 1.14977 4.77530
H -3.52581 2.57566 3.78648
H -3.47484 0.90665 1.77812
H -2.82352 -0.60037 2.47598
H -2.11019 0.06929 1.00813
H -2.38176 3.28657 1.67984
H -1.22303 2.36605 0.71734
H -0.60554 4.40014 -0.28669
H 0.24948 5.68867 0.57126
H -1.50201 5.49235 0.77687
H 1.19179 2.67158 2.57717
H 1.82918 4.18169 1.88309
H 3.87709 2.69429 1.23412
H 3.92210 1.39538 0.01528
H 3.19313 1.08079 1.59287
H 2.78617 4.61043 -0.30962
H 1.53330 4.33454 -1.54202
H 3.05877 3.44943 -1.62123
H -0.47342 3.89808 3.94577
H -1.61079 4.99876 3.19910
H 0.69658 7.58441 1.77863
H 1.99299 6.36782 1.81703
H 2.08307 7.80409 2.84817
H 1.68550 4.38438 5.25344
H 2.65737 5.86253 5.20908
H 2.63879 4.76831 3.81535
O -1.78106 -2.31390 -0.17844
S -1.91521 -3.72210 -0.58141
C -1.49813 -3.80961 -2.37158
C -2.49352 -2.99053 -3.19159
C -2.08656 -1.51189 -3.27488
C -0.83399 -1.30914 -4.13517
S 0.67728 -0.78289 -3.18258
O 0.82129 -1.77185 -2.09430
C 1.76771 -1.45904 -4.49694
C 1.85976 -0.79728 -5.71644
C 2.73397 -1.25384 -6.69045
C 3.54024 -2.35591 -6.43380
C 3.46365 -3.00120 -5.20734
C 2.57347 -2.55543 -4.23927
C -0.40741 -4.59674 -0.10331
C -0.34694 -5.97393 -0.26475
C 0.81687 -6.64581 0.07601
C 1.90471 -5.94195 0.58054
C 1.83259 -4.56628 0.74461
C 0.66953 -3.89230 0.40483
H -1.51122 -4.87077 -2.62624
H -0.49018 -3.40769 -2.46190
H -3.48784 -3.06704 -2.73965
H -2.56492 -3.40417 -4.20355
H -1.90932 -1.13885 -2.26733
H -2.91044 -0.92410 -3.68157
H -0.97180 -0.51765 -4.87309
H -0.55770 -2.23146 -4.64529
H 1.24792 0.07913 -5.89989
H 2.79601 -0.74004 -7.64229
H 4.23289 -2.70659 -7.18957
H 4.10559 -3.84934 -5.00280
H 2.49806 -3.04413 -3.27422
H -1.20605 -6.51582 -0.64722
H 0.87493 -7.72100 -0.04847
H 2.80700 -6.47451 0.85626
H 2.65837 -3.99048 1.14367
H 0.60328 -2.82694 0.54488
O 2.55578 -1.50542 1.38880
C 1.79785 -1.18755 2.33838
O 1.10974 -0.13912 2.37920
C 1.77777 -2.14820 3.51822
C 3.01053 -2.48867 4.06665
C 3.12904 -3.37432 5.12808
C 1.97585 -3.95576 5.64572
C 0.74199 -3.64198 5.10710
C 0.59993 -2.73014 4.03841
S -0.98627 -2.42970 3.41233
H 3.90041 -2.04352 3.63265
H 4.10170 -3.61161 5.54677
H 2.04114 -4.66327 6.46784
H -0.15978 -4.09578 5.49799
O -2.53677 1.77799 -2.62060
C -1.32239 1.56462 -2.66559
O -0.63448 0.82258 -1.89675
C -0.54201 2.29237 -3.76922
C 0.81496 2.56665 -3.62821
C 1.51196 3.22840 -4.63237
C 0.86895 3.59848 -5.79632
C -0.48991 3.31872 -5.94100
C -1.19808 2.68195 -4.92497
N -1.15908 3.70565 -7.15355
O -0.50911 4.24671 -8.03455
O -2.34854 3.48107 -7.26470
H 1.30336 2.26868 -2.71077
H 2.56452 3.44992 -4.51081
H 1.39092 4.10222 -6.59628
H -2.25799 2.49398 -5.02258
*
```

The following is a quantum chemistry calculation of a structure of composition C41H53MoN6O5, from the Open Molecules 2025 dataset.

Calculated values
energy	-2366.99089	Ha
HOMO energy (alpha / beta)	-10.32 / -10.66	eV
HOMO-LUMO gap (alpha / beta)	6.72 / 5.50	eV
LUMO (alpha / beta)	-3.60 / -5.16	eV
<S²>	2.038

ORCA input file:
```
! RIJCOSX wB97M-V def2-TZVPD def2/J DEFGRID3
* xyz 1 3
Mo 0.89018 0.71221 -1.69923
O 3.74617 -1.65961 -3.67750
C 2.82962 -0.90207 -3.42665
N 2.51017 -0.46325 -2.17317
C 3.29959 -1.08908 -1.12562
C 3.47332 -0.08540 -0.05401
C 4.51197 -0.12538 0.85823
C 4.60958 0.87242 1.80685
C 3.66235 1.88629 1.80165
C 2.65625 1.85816 0.86205
N 2.54623 0.87951 -0.05073
C 1.91797 -0.44349 -4.51196
C 2.27552 -0.65855 -5.82834
C 1.38396 -0.30638 -6.82275
C 0.15265 0.20355 -6.44669
C -0.11913 0.38142 -5.10407
N 0.75541 0.09024 -4.13697
H 4.25134 -1.42714 -1.52391
H 2.78532 -1.97391 -0.72442
H 5.23852 -0.92463 0.79636
H 5.42091 0.87641 2.52293
H 3.70055 2.70507 2.50665
H 1.93784 2.65647 0.83086
H 3.23847 -1.10649 -6.02741
H 1.63421 -0.44132 -7.86713
H -0.59914 0.46831 -7.17775
H -1.08528 0.76850 -4.82013
C -1.94491 1.15549 5.02739
C -2.70335 1.97727 3.97298
C -3.06106 3.33332 4.58287
C -4.00677 1.25217 3.60389
C -1.82804 2.11720 2.72355
C -1.42259 0.98156 2.05421
C -0.61470 1.10565 0.91841
N -0.12903 0.11412 0.10301
C -0.20401 -1.22576 0.30377
C -0.32592 -1.91618 1.51911
C -0.45160 -3.28320 1.49586
C -0.45025 -3.92382 0.23649
C -0.28128 -3.29593 -0.99328
C -0.14046 -1.90589 -0.94166
O 0.02476 -1.11027 -1.98783
C -0.24512 -4.16212 -2.26238
C -1.58430 -4.90291 -2.39116
C -0.01447 -3.37416 -3.55583
C 0.89865 -5.18233 -2.13558
C -0.56078 -4.05297 2.81390
C -1.77576 -3.53445 3.59995
C -0.73183 -5.55717 2.59399
C 0.71513 -3.82413 3.63793
C -0.27660 2.36792 0.41829
O 0.46448 2.33337 -0.71506
C -0.66036 3.53928 1.06547
C -1.42144 3.36327 2.22223
C -0.30415 4.92935 0.52452
C -1.02219 5.14164 -0.81795
C -0.74731 6.03960 1.48039
C 1.21160 5.06440 0.31677
H -2.54142 1.07219 5.93883
H -0.99473 1.63093 5.28281
H -1.73453 0.14243 4.67324
H -3.68602 3.17625 5.46344
H -3.62556 3.95704 3.88507
H -2.17234 3.88335 4.90350
H -4.64185 1.15392 4.48736
H -3.81870 0.24768 3.21692
H -4.56176 1.81027 2.84574
H -1.76306 0.00860 2.37676
H -0.25762 -1.38348 2.45663
H -0.55701 -5.00019 0.22289
H -2.41342 -4.19518 -2.47267
H -1.77840 -5.55426 -1.53605
H -1.57791 -5.52546 -3.28887
H -0.79530 -2.63332 -3.73344
H -0.01737 -4.07931 -4.38975
H 0.95009 -2.86563 -3.55232
H 0.77643 -5.83753 -1.27061
H 1.86237 -4.67324 -2.04578
H 0.93208 -5.81229 -3.02754
H -2.69410 -3.64574 3.01821
H -1.66453 -2.47909 3.86497
H -1.88905 -4.09833 4.52870
H -1.64059 -5.78413 2.03017
H -0.81195 -6.05401 3.56208
H 0.12339 -5.99277 2.07084
H 0.85915 -2.76734 3.87525
H 1.59692 -4.17488 3.09587
H 0.65412 -4.37267 4.58085
H -1.73713 4.24698 2.75269
H -2.09945 4.98384 -0.70933
H -0.63372 4.46922 -1.58153
H -0.86264 6.16363 -1.16989
H -1.83308 6.07058 1.60108
H -0.43609 7.00144 1.06988
H -0.28787 5.93636 2.46684
H 1.59702 4.34568 -0.40681
H 1.74616 4.94402 1.26453
H 1.43578 6.06314 -0.06399
N -1.04734 1.51071 -2.51994
N -0.65448 2.60807 -3.30501
C 0.68992 3.01608 -3.41370
O 0.92924 4.03779 -3.99830
O 1.57986 2.19245 -2.88524
H -1.57463 0.83263 -3.06185
H -1.61100 1.82111 -1.73272
H -1.34878 3.28628 -3.57121
*
```

Q: The highest energy belongs to which entry?
A: C41H53MoN6O5

Q: What is the energy in the second record?
A: -2366.99089 Ha